[1]
DFT (wB97M-V/def2-TZVPD) results for a molecular structure, C4H6N2O.

The geometry in XYZ format:
```
13
Properties=species:S:1:pos:R:3:nbo_charge:R:1
C 0.8613 1.8478 -0.8615 -0.25
O -0.0578 1.4694 0.1467 -0.48
C -0.2847 0.1462 0.2346 0.38
C 0.4220 -0.9431 -0.2889 -0.12
N -0.1141 -2.0941 0.1394 -0.40
C -1.1535 -1.7193 0.8962 -0.05
N -1.3352 -0.2939 0.9482 -0.47
H 1.8732 1.4795 -0.6467 0.18
H 0.8693 2.9383 -0.8741 0.20
H 0.5407 1.4735 -1.8424 0.18
H 1.2854 -0.9331 -0.9441 0.21
H -1.9784 -2.3712 1.1589 0.23
H -0.9281 -0.9999 1.9335 0.39
```

HOMO-LUMO gap   9.773 eV
DFT total energy   -340.6745 hartree
Highest occupied orbital energy   -0.329 hartree
Total charge   0

***

[2]
DFT (wB97M-V/def2-TZVPD) results for a single C4H6N2O molecule.

The geometry in XYZ format:
```
13
Properties=species:S:1:pos:R:3:nbo_charge:R:1
N -0.3489 0.2581 -2.3185 -0.81
C -0.0986 0.1439 -0.9377 0.00
C 0.2749 1.1894 -0.0965 -0.04
N 0.3453 0.7180 1.1960 -0.55
C -0.0653 -0.6248 1.1594 0.20
O 0.2145 -1.3825 2.2741 -0.68
C -0.2343 -1.1001 -0.2085 -0.27
H 0.2804 0.9019 -2.7966 0.37
H -0.3113 -0.6573 -2.7632 0.38
H 0.4263 2.2469 -0.3051 0.21
H 0.4902 1.2814 2.0272 0.42
H 0.2644 -2.2989 1.9355 0.50
H -1.2376 -0.6761 0.8340 0.27
```

HOMO-LUMO gap   8.527 eV
DFT total energy   -340.6498 hartree
Highest occupied orbital energy   -0.290 hartree
Total charge   0

***

[3]
DFT (wB97M-V/def2-TZVPD) results for a single C4H6N2O molecule at a distorted geometry.

The geometry in XYZ format:
```
13
Properties=species:S:1:pos:R:3:nbo_charge:R:1
C 0.6910 1.9219 0.7512 0.38
C 1.0726 -0.4637 0.5351 -0.25
C -0.1450 -1.2968 -0.0957 -0.08
C -1.3070 0.3495 -1.0873 0.08
N 0.7697 3.0639 0.6053 -0.42
N 0.4847 0.7030 1.0446 -0.51
O -0.4708 -0.6037 -1.2903 -0.41
H 1.4866 -0.9280 1.4700 0.23
H 1.8303 -0.5669 -0.1787 0.19
H 0.0940 -2.2955 -0.3876 0.21
H -0.9133 -1.1805 0.6695 0.20
H -1.8839 0.4095 -0.0835 0.19
H -1.7089 0.8873 -1.9525 0.19
```

HOMO-LUMO gap (spin up / spin down)   8.619 / 5.651 eV
DFT total energy   -340.5955 hartree
Highest occupied orbital energy (spin up / spin down)   -0.327 / -0.277 hartree
Total charge   0

***

[4]
DFT (wB97M-V/def2-TZVPD) results for a single C4H6N2O molecule.

The geometry in XYZ format:
```
13
Properties=species:S:1:pos:R:3:nbo_charge:R:1
N -1.2199 1.4638 -0.5901 -0.85
C -0.5076 0.3221 -0.1845 0.47
C 0.8156 0.1521 0.5028 -0.08
O 1.7691 1.1080 0.1268 -0.72
C 1.1726 -1.3139 0.4880 -0.27
C 0.0111 -1.8726 0.0686 -0.25
N -0.9717 -0.8773 -0.3312 -0.43
H -0.6205 1.9955 -1.2218 0.40
H -1.3745 2.0703 0.2117 0.39
H 2.6044 0.6182 0.1430 0.50
H 0.5169 0.2828 1.5724 0.23
H -0.2966 -2.9031 -0.0735 0.20
H -1.8988 -1.0459 -0.7122 0.42
```

HOMO-LUMO gap   7.931 eV
DFT total energy   -340.6426 hartree
Highest occupied orbital energy   -0.283 hartree
Total charge   0